No. 1
{"formula": "C11H29Br4N7O14", "method": "ωB97M-V/def2-TZVPD", "symbols": ["C", "N", "O", "O", "H", "H", "H", "C", "N", "O", "O", "H", "H", "H", "C", "N", "O", "O", "H", "H", "H", "C", "N", "O", "O", "H", "H", "H", "C", "N", "O", "O", "H", "H", "H", "C", "N", "O", "O", "H", "H", "H", "C", "N", "O", "O", "H", "H", "H", "Br", "C", "C", "Br", "H", "H", "H", "H", "Br", "C", "C", "Br", "H", "H", "H", "H"], "coordinates": [[-3.31533, 0.52863, 2.74643], [-3.39178, 0.36004, 1.21885], [-3.18997, 1.30398, 0.53547], [-3.68464, -0.75119, 0.75402], [-3.45063, 1.55140, 3.09819], [-2.41103, 0.00191, 3.05124], [-4.15768, -0.04068, 3.13943], [3.86004, 3.23530, 0.13421], [4.20538, 4.46589, -0.70229], [4.13475, 4.45398, -1.92226], [4.62813, 5.41800, -0.02338], [3.15391, 2.53114, -0.30586], [3.62531, 3.37333, 1.18965], [4.76639, 2.63177, 0.08528], [-2.54677, -3.11725, 3.52454], [-3.98959, -2.85667, 3.32802], [-4.60665, -2.33150, 4.23334], [-4.43671, -3.29336, 2.33477], [-2.22615, -2.76231, 4.50399], [-2.00788, -2.58044, 2.74380], [-2.39511, -4.18468, 3.36431], [2.97457, -3.10205, -3.17424], [2.19202, -1.97464, -2.53056], [1.89199, -1.00287, -3.17259], [1.96407, -2.16376, -1.34055], [2.38947, -3.62412, -3.93133], [3.46408, -3.66998, -2.38308], [3.82848, -2.60430, -3.63377], [0.21699, 0.06809, -0.23829], [-0.02957, -0.96302, 0.82713], [-0.03504, -2.13210, 0.46928], [-0.13567, -0.63355, 2.02262], [1.29183, 0.24509, -0.27716], [-0.32417, 0.97299, 0.03813], [0.04309, -0.34382, -1.23237], [-1.65397, -1.23542, -3.92343], [-1.65844, -2.47197, -3.09191], [-0.69539, -3.23046, -3.22421], [-2.64831, -2.76155, -2.42481], [-0.66469, -0.81586, -4.10617], [-2.30363, -0.51852, -3.42131], [-2.02651, -1.58105, -4.88772], [1.85611, 2.40770, -4.65440], [1.27894, 2.07159, -3.32942], [0.08716, 1.70515, -3.26864], [1.97086, 2.35729, -2.32764], [2.43704, 1.51781, -4.89671], [2.43255, 3.32307, -4.52056], [1.08791, 2.55894, -5.41275], [3.01259, -4.67298, 5.45003], [1.29397, -4.08354, 4.63274], [1.53783, -3.22161, 3.37417], [2.61655, -1.64617, 3.89644], [0.74336, -3.60819, 5.44450], [0.70895, -4.95107, 4.32741], [0.54764, -2.92554, 3.02780], [2.05085, -3.85306, 2.64879], [-3.76164, 6.21648, 0.01211], [-2.45092, 4.94814, 0.71399], [-1.18680, 4.61632, -0.18368], [0.32071, 3.71325, 0.73939], [-2.96696, 4.03041, 0.99606], [-2.06136, 5.48592, 1.57835], [-0.77758, 5.55659, -0.55319], [-1.42293, 4.05908, -1.09023]], "atomic_forces_ev_per_a": [[-0.8084, -1.1778, -0.3928], [-0.9649, -2.3068, 0.8861], [0.6314, 2.1660, -0.9991], [0.5649, 1.0925, 1.3312], [0.5877, -0.0012, -0.6309], [0.1384, 0.4938, -0.0046], [0.0224, -0.1087, -0.1429], [0.6388, -1.3907, -0.6739], [0.1323, 1.0289, 1.2971], [-0.0646, -0.3388, 1.3411], [-0.6952, -1.3506, -1.2300], [-0.3953, 0.8770, -0.4739], [0.0825, 0.9463, -0.4027], [0.3756, 0.2808, 0.1537], [0.8105, 0.3500, 0.0444], [1.2070, -0.2747, 2.0350], [-0.2424, 0.6076, 0.2230], [-1.4600, -0.6785, -2.3985], [-0.1907, -0.1957, -0.0966], [-0.0647, 0.0038, -0.0695], [-0.0430, 0.1331, 0.1767], [1.0652, 1.0571, -0.1263], [0.5434, -2.0987, 1.3970], [-0.2493, 0.4776, -0.3594], [0.0396, 0.7638, -0.9980], [-0.0890, 0.0245, 0.4452], [-0.9172, -0.3608, -0.0411], [-0.2468, 0.1479, -0.5048], [0.2632, 0.1085, 0.2064], [0.3462, -1.1409, 0.5757], [-0.3330, 0.9152, 0.3408], [-0.1218, 0.2244, -1.7077], [0.0034, 0.1402, 0.5430], [0.0601, -0.2083, -0.2409], [-0.6719, -0.0466, 0.4112], [-0.3813, 0.2280, 0.0666], [0.1180, -1.7009, 0.4072], [-0.4293, 0.8171, 0.1169], [1.0980, 0.9685, -0.8461], [0.0786, -0.4102, 0.5336], [-0.0343, -0.1067, -0.3268], [-0.3244, 0.2279, 0.0965], [0.0999, -0.3575, -0.0915], [-1.5934, 1.4479, 2.2431], [2.3231, 0.1867, -0.1866], [-1.3272, -1.2098, -2.1445], [0.3414, 0.3378, -0.2102], [0.2283, -0.4018, 0.0176], [-0.1714, -0.1930, 0.4321], [-0.8689, -0.0733, -0.3626], [0.4964, 0.1212, -0.2238], [-0.0830, -0.5700, 1.7652], [-0.5675, -0.4921, -0.6713], [0.2320, 0.3081, -0.2267], [0.3485, -0.2610, 0.0755], [0.3508, 0.4297, -0.2917], [0.1385, 0.5534, -0.1052], [0.4390, -0.4487, -0.3601], [1.7501, -0.5220, 0.1303], [-1.0287, 1.0821, -0.3572], [-1.0601, 0.4236, -0.1726], [-0.0255, 0.2409, -0.0215], [-0.1828, -0.3617, 0.1180], [0.1568, -0.0242, 0.2869], [-0.0760, -0.4001, 0.3948]], "nbo_charge": [-0.502, 0.539, -0.373, -0.390, 0.234, 0.247, 0.242, -0.504, 0.530, -0.363, -0.380, 0.245, 0.241, 0.230, -0.507, 0.546, -0.416, -0.332, 0.224, 0.246, 0.237, -0.490, 0.548, -0.402, -0.365, 0.251, 0.240, 0.222, -0.489, 0.529, -0.352, -0.430, 0.245, 0.245, 0.245, -0.489, 0.523, -0.409, -0.345, 0.244, 0.241, 0.235, -0.481, 0.524, -0.387, -0.379, 0.242, 0.251, 0.235, -0.030, -0.425, -0.441, -0.015, 0.221, 0.220, 0.238, 0.229, 0.004, -0.454, -0.429, -0.019, 0.234, 0.222, 0.221, 0.227], "e_homo_ev": -9.85, "relative_energy_kcal_mol": 25.0, "smiles": "C[N+](=O)[O-].C[N+](=O)[O-].C[N+](=O)[O-].C[N+](=O)[O-].C[N+](=O)[O-].C[N+](=O)[O-].C[N+](=O)[O-].BrCCBr.BrCCBr"}

---

No. 2
{"formula": "C11H30N2O4Tl", "method": "ωB97M-V/def2-TZVPD", "symbols": ["Tl", "C", "O", "C", "C", "N", "C", "C", "O", "C", "H", "H", "H", "H", "H", "H", "H", "H", "H", "H", "H", "H", "H", "H", "H", "C", "C", "C", "O", "C", "N", "H", "H", "H", "H", "H", "H", "H", "H", "H", "H", "H", "C", "O", "H", "H", "H", "H"], "coordinates": [[-34.15085, -22.71226, -5.19473], [-31.92752, -26.97350, -4.59389], [-32.81605, -26.90377, -3.46926], [-32.35976, -25.92593, -2.45381], [-32.32094, -24.45123, -3.00341], [-33.60222, -23.99352, -3.43763], [-34.34754, -23.52949, -2.28229], [-35.82767, -23.29592, -2.66403], [-35.99057, -22.24722, -3.58891], [-37.35847, -21.93236, -3.78187], [-30.87491, -26.92537, -4.31499], [-32.16060, -26.17594, -5.29934], [-32.16122, -27.90452, -5.11030], [-31.43066, -26.15879, -1.93356], [-33.05228, -26.02133, -1.61750], [-31.60239, -24.58064, -3.81275], [-31.84889, -23.85260, -2.22436], [-34.09161, -24.71386, -3.94920], [-33.96041, -22.58246, -1.90631], [-34.32731, -24.22457, -1.44291], [-36.32780, -23.00364, -1.74070], [-36.33091, -24.21001, -2.97912], [-37.56038, -21.19164, -4.55560], [-37.83468, -21.62741, -2.85002], [-37.85650, -22.79292, -4.22855], [-34.52981, -21.54794, -9.37336], [-34.65356, -22.33481, -8.01492], [-33.65344, -23.45022, -7.92944], [-33.73918, -24.15880, -6.67889], [-33.05173, -25.40158, -6.72951], [-34.57137, -21.35724, -6.97330], [-34.96794, -20.55005, -9.39212], [-34.85239, -22.05157, -10.28462], [-33.49457, -21.42689, -9.69231], [-35.56106, -22.93607, -7.95993], [-32.65536, -23.01353, -7.96464], [-33.76443, -24.16076, -8.74854], [-33.12498, -26.10653, -5.90138], [-32.02118, -25.04797, -6.69753], [-33.07594, -25.95895, -7.66591], [-33.83342, -20.70020, -7.18265], [-35.33821, -20.72230, -7.14333], [-32.02951, -21.71070, -3.37234], [-33.42029, -21.91959, -3.57339], [-31.71299, -22.22244, -2.46348], [-31.47097, -22.13191, -4.20824], [-31.81324, -20.64412, -3.43338], [-33.84443, -21.50349, -2.81936]], "atomic_forces_ev_per_a": [[-2.7976, 0.6086, -2.2341], [0.0706, -0.4154, 0.5859], [1.0435, 1.9756, 1.1670], [-1.4500, -0.4747, -0.3655], [2.4816, -3.4480, 0.2447], [-1.0316, -2.8244, -0.5138], [-2.8335, -0.1892, 0.7316], [0.1507, -0.6305, 2.0778], [1.5579, 0.3293, -1.2630], [-1.8802, -0.2435, -1.0004], [0.0348, -0.2535, 0.1089], [2.1657, -0.8255, 1.9891], [0.2246, -0.1672, 0.1546], [0.5591, -0.2001, -0.8048], [-0.4795, -0.0206, -0.2568], [-0.0109, 0.6929, -0.2886], [-0.4866, -0.1847, -0.2013], [-0.1067, -1.8474, 1.2321], [-0.0564, -1.3617, 0.9286], [-0.0265, -0.3216, -0.2515], [-0.1148, 0.0168, 0.1199], [0.0844, -0.1799, -0.3550], [0.8589, 0.5296, 0.2920], [0.1639, -0.0727, 0.0060], [-0.1913, -0.4015, 0.5553], [0.6787, -0.8857, -0.5485], [-0.6860, -1.0307, -3.6264], [1.6037, 0.8653, -0.7099], [-1.9995, -0.3579, -1.0711], [2.3221, -0.1977, -0.8800], [0.3069, -0.0283, 1.3268], [-0.3043, -0.1173, 0.3913], [-0.8410, -0.4058, 0.4067], [0.5070, 0.2569, 0.7148], [-0.8712, 0.8872, 0.1640], [0.4419, -0.2219, -0.2242], [-0.1935, 0.1567, 0.0319], [-2.4681, 1.0124, -0.9443], [0.4794, -0.4478, 0.0206], [-1.0216, 0.3491, -0.2579], [1.1228, 0.0386, 0.0866], [-1.1426, 0.0692, 0.9206], [1.9589, 1.0948, -0.5960], [2.9096, 7.2236, 2.4038], [0.0184, 0.9410, -0.0972], [-0.1072, -0.3423, -0.0373], [0.0762, -0.0361, 0.5658], [-0.7210, 1.0859, -0.6990]], "lowdin_charge": [1.396, -0.091, -0.141, -0.105, -0.168, -0.113, -0.110, -0.152, -0.257, -0.021, 0.125, -0.014, 0.132, 0.147, 0.128, 0.132, 0.131, 0.125, 0.138, 0.165, 0.160, 0.158, 0.112, 0.130, 0.115, 0.018, -0.398, -0.142, -0.273, -0.022, 0.079, 0.106, 0.113, 0.104, 0.167, 0.157, 0.173, 0.060, 0.129, 0.149, 0.140, 0.148, -0.015, -0.308, 0.110, 0.115, 0.136, 0.131], "e_homo_ev": -18.83, "relative_energy_kcal_mol": 45.5, "charge": 3}

---

No. 3
{"formula": "C11H30O3P", "method": "ωB97M-V/def2-TZVPD", "symbols": ["C", "C", "O", "C", "P", "H", "H", "H", "H", "H", "H", "H", "H", "H", "H", "C", "C", "O", "C", "C", "H", "H", "H", "H", "H", "H", "H", "H", "H", "H", "C", "C", "O", "C", "C", "H", "H", "H", "H", "H", "H", "H", "H", "H", "H"], "coordinates": [[1.61084, 0.60746, 0.57388], [1.00316, 2.06672, 0.12716], [-0.37132, 2.03246, -0.39696], [-1.33920, 1.53791, 0.59439], [-1.76173, -0.34981, 0.37575], [1.21526, 0.21273, 1.60478], [2.80120, 0.66878, 0.58694], [1.36223, -0.18144, -0.28419], [1.17965, 2.82649, 1.00413], [1.69120, 2.44664, -0.77120], [-1.08184, 1.80215, 1.71010], [-2.36818, 2.09519, 0.36234], [-2.52816, -0.75909, 1.56072], [-0.54480, -1.13941, 0.27862], [-2.59428, -0.59273, -0.80239], [-6.90153, -1.84241, -4.86101], [-6.29643, -1.75362, -3.47079], [-4.87182, -1.80190, -3.46969], [-4.19817, -0.75388, -4.16206], [-4.47910, 0.62534, -3.58952], [-6.51021, -2.71274, -5.39865], [-7.99066, -1.92518, -4.79973], [-6.66567, -0.95718, -5.45761], [-6.63568, -2.61480, -2.88566], [-6.64760, -0.86167, -2.94280], [-4.42990, -0.79331, -5.23060], [-3.12702, -0.95862, -4.06807], [-5.52273, 0.91676, -3.74278], [-3.84788, 1.37606, -4.07342], [-4.28974, 0.64301, -2.51176], [5.45006, 0.30722, 5.46198], [4.59598, -0.31402, 4.37048], [4.53884, 0.47024, 3.18157], [5.77436, 0.69790, 2.50837], [6.44279, -0.57870, 2.02625], [5.14101, 1.34022, 5.65451], [5.36268, -0.26650, 6.38935], [6.50606, 0.32973, 5.17997], [3.56709, -0.39743, 4.73591], [4.92710, -1.33133, 4.14002], [6.44927, 1.28378, 3.13947], [5.54320, 1.32029, 1.63814], [6.77785, -1.19598, 2.86546], [7.31781, -0.34423, 1.41343], [5.74601, -1.18109, 1.43519]], "atomic_forces_ev_per_a": [[0.2140, -0.1749, -0.9801], [2.5785, -0.2508, -0.1662], [-0.4182, -1.2047, 2.6611], [-0.6943, 1.9338, -0.5976], [0.1445, 0.6051, 0.3861], [0.8469, 0.8348, -1.9067], [-2.7202, -0.0315, 0.2848], [0.4952, 1.6277, 1.7965], [-0.8673, -1.3541, -1.6001], [-1.8700, -0.8094, 1.8841], [-0.2340, -0.8765, -2.1108], [2.1443, -1.3195, 0.4279], [0.7416, 0.2243, -1.2250], [-1.1580, 0.5319, 0.0937], [0.7863, 0.2139, 1.0353], [0.1108, 0.1088, -0.1835], [-0.1333, -0.1562, -0.1267], [0.2922, 0.0370, 0.1828], [-0.1007, -0.0734, 0.1270], [-0.2646, 0.0865, -0.1464], [-0.0952, 0.0759, 0.1470], [0.1498, 0.0061, 0.0143], [-0.1096, -0.0325, 0.0247], [0.2874, 0.0959, -0.0174], [-0.0216, 0.0720, -0.0526], [-0.0315, 0.0900, 0.0197], [-0.1464, -0.2202, 0.0207], [0.1553, 0.0368, 0.0224], [-0.0569, -0.0841, 0.0577], [0.0294, 0.0015, -0.0169], [0.1996, 0.1089, -0.0433], [0.0254, 0.1063, 0.0969], [-0.2335, 0.0527, -0.1402], [0.0094, -0.1329, -0.0509], [0.0446, -0.1734, 0.2037], [-0.0319, -0.1736, -0.0029], [-0.0027, 0.0629, -0.1245], [-0.0584, -0.0582, 0.0861], [0.0526, 0.1031, -0.2442], [0.0827, 0.0017, 0.0131], [0.0369, -0.0545, 0.0168], [-0.1794, -0.0039, 0.1896], [0.0430, 0.0701, -0.1183], [-0.1137, -0.0139, 0.0653], [0.0710, 0.1107, -0.0031]], "nbo_charge": [-0.685, -0.104, -0.517, -0.319, 0.626, 0.211, 0.278, 0.200, 0.205, 0.232, 0.262, 0.267, 0.104, 0.112, 0.120, -0.647, -0.067, -0.547, -0.067, -0.639, 0.220, 0.226, 0.203, 0.192, 0.158, 0.178, 0.175, 0.218, 0.224, 0.177, -0.646, -0.063, -0.554, -0.065, -0.645, 0.215, 0.223, 0.207, 0.180, 0.164, 0.171, 0.179, 0.209, 0.224, 0.206], "e_homo_ev": -11.77, "relative_energy_kcal_mol": 39.7, "charge": 1}